This record from the OMol25 dataset describes a single C18H27N3O3 molecule. The level of theory is ωB97M-V with the def2-TZVPD basis set.

Each line ends with the Löwdin charge.
Cartesian coordinates (Å):
1 C -5.063 -0.247 0.080  -0.03
2 C -3.773 -0.970 0.468  -0.44
3 C -3.999 -2.475 0.583  -0.04
4 O -2.774 -0.796 -0.528  -0.05
5 C -2.066 0.367 -0.598  -0.27
6 C -2.172 1.446 0.273  -0.01
7 C -1.344 2.543 0.119  -0.02
8 C -0.395 2.600 -0.891  -0.24
9 C 0.567 3.750 -0.981  -0.13
10 C 1.502 3.758 0.239  -0.17
11 N 2.080 2.454 0.463  0.08
12 C 1.746 1.707 1.530  -0.50
13 O 1.084 2.113 2.465  0.05
14 C 2.320 0.291 1.504  -0.02
15 C 1.822 -0.537 0.294  -0.21
16 C 2.857 -0.453 -0.823  -0.43
17 O 3.075 0.591 -1.424  0.04
18 N 3.570 -1.556 -1.101  0.10
19 C 3.424 -2.857 -0.488  -0.16
20 C 2.683 -2.698 0.845  -0.17
21 N 1.493 -1.889 0.716  -0.18
22 C 0.444 -2.500 -0.073  -0.06
23 C -0.308 1.528 -1.771  -0.04
24 C -1.134 0.431 -1.635  -0.02
25 H -4.881 0.816 -0.063  0.07
26 H -5.446 -0.657 -0.851  0.09
27 H -5.810 -0.375 0.859  0.08
28 H -3.403 -0.591 1.431  0.14
29 H -4.322 -2.872 -0.376  0.08
30 H -3.075 -2.971 0.870  0.07
31 H -4.760 -2.681 1.330  0.08
32 H -2.882 1.444 1.084  0.11
33 H -1.435 3.364 0.814  0.12
34 H 1.164 3.654 -1.890  0.11
35 H 0.032 4.702 -1.018  0.12
36 H 0.950 4.014 1.146  0.11
37 H 2.302 4.491 0.089  0.12
38 H 2.527 2.001 -0.331  0.10
39 H 1.990 -0.210 2.414  0.13
40 H 3.411 0.357 1.511  0.13
41 H 0.903 -0.073 -0.079  0.14
42 H 4.239 -1.464 -1.855  0.15
43 H 2.865 -3.526 -1.156  0.11
44 H 4.415 -3.290 -0.325  0.12
45 H 3.340 -2.211 1.569  0.12
46 H 2.408 -3.680 1.235  0.12
47 H 0.268 -3.508 0.301  0.09
48 H 0.669 -2.557 -1.147  0.09
49 H -0.469 -1.921 0.051  0.07
50 H 0.426 1.544 -2.564  0.12
51 H -1.066 -0.404 -2.315  0.12

Calculated values
ΔE to the lowest compared entry with this formula, charge and spin = 25.96 kcal/mol
net charge = 0
SMILES = CC(C)Oc1ccc(CCNC(=O)C[C@H]2C(=O)NCCN2C)cc1

=====

This record from the OMol25 dataset describes a molecular structure, C18H27N3O4RhS. The level of theory is ωB97M-V with the def2-TZVPD basis set.

Each line ends with the Löwdin charge.
Cartesian coordinates (Å):
1 Rh -0.520 -0.134 -2.163  1.21
2 C -3.741 -0.372 -5.570  0.00
3 C -3.099 -0.962 -4.297  -0.35
4 C -3.993 -0.742 -3.068  -0.02
5 C -1.756 -0.329 -4.127  -0.19
6 C -1.650 1.070 -3.861  0.04
7 C -0.418 1.690 -3.732  0.05
8 C 0.800 0.945 -3.851  -0.21
9 C 2.122 1.617 -3.772  0.04
10 C 0.693 -0.458 -4.051  -0.01
11 C -0.548 -1.075 -4.200  -0.01
12 H -4.664 -0.919 -5.762  0.12
13 H -3.101 -0.480 -6.446  0.10
14 H -3.999 0.680 -5.441  0.10
15 H -2.949 -2.033 -4.447  0.16
16 H -4.295 0.301 -2.967  0.10
17 H -3.513 -1.069 -2.141  0.08
18 H -4.900 -1.334 -3.183  0.12
19 H -2.556 1.655 -3.764  0.16
20 H -0.374 2.761 -3.569  0.17
21 H 2.404 1.795 -2.729  0.13
22 H 2.072 2.599 -4.244  0.13
23 H 2.904 1.019 -4.235  0.12
24 H 1.599 -1.050 -4.098  0.17
25 H -0.601 -2.147 -4.347  0.17
26 C 2.660 0.763 7.136  -0.11
27 C 3.584 0.078 6.163  -0.24
28 S 2.666 -1.068 5.019  0.69
29 O 1.622 -1.737 5.747  -0.28
30 O 3.623 -1.761 4.201  -0.31
31 C 1.750 0.032 3.822  -0.17
32 C 0.710 -0.865 3.141  -0.11
33 N 0.087 -0.208 1.977  0.10
34 C 0.310 -0.554 0.700  -0.28
35 N -0.506 0.147 -0.117  -0.05
36 C -1.256 0.992 0.682  0.00
37 C -0.907 0.764 1.960  -0.07
38 N -1.482 1.385 3.141  -0.31
39 O -2.406 2.123 2.942  0.17
40 O -0.966 1.114 4.208  0.14
41 C 1.276 -1.587 0.245  0.04
42 H 3.306 1.276 7.857  0.10
43 H 2.045 0.054 7.687  0.09
44 H 2.031 1.517 6.666  0.08
45 H 4.286 -0.628 6.617  0.12
46 H 4.122 0.732 5.473  0.11
47 H 2.525 0.394 3.146  0.11
48 H 1.310 0.833 4.411  0.08
49 H -0.071 -1.153 3.839  0.14
50 H 1.184 -1.768 2.761  0.13
51 H -2.004 1.669 0.306  0.14
52 H 2.282 -1.402 0.623  0.12
53 H 1.333 -1.586 -0.847  0.07
54 H 0.967 -2.586 0.558  0.12

Calculated values
ΔE to the lowest compared entry with this formula, charge and spin = 0.00 kcal/mol
net charge = +3

=====

This record from the OMol25 dataset describes a single C18H27N3S molecule. The level of theory is ωB97M-V with the def2-TZVPD basis set.

Each line ends with the Löwdin charge.
Cartesian coordinates (Å):
1 C -3.667 5.206 0.743  -0.07
2 C -3.019 3.940 0.281  -0.29
3 C -3.457 2.711 0.775  -0.03
4 C -2.908 1.508 0.295  -0.03
5 C -1.847 1.507 -0.606  -0.27
6 N -1.195 0.299 -0.892  -0.05
7 C 0.183 0.238 -0.436  -0.12
8 N 0.468 -1.126 0.075  -0.09
9 C 1.671 -1.238 0.911  -0.31
10 C 2.923 -1.257 0.063  -0.18
11 C 4.165 -1.281 0.954  -0.20
12 C 4.158 -2.508 1.889  -0.22
13 C 2.864 -2.631 2.702  -0.20
14 C 1.672 -2.568 1.726  -0.15
15 C 0.177 -2.168 -0.928  -0.15
16 N -1.232 -2.087 -1.309  -0.14
17 C -1.866 -3.316 -1.848  -0.08
18 C -1.869 -0.853 -1.370  -0.71
19 S -3.344 -0.647 -2.124  0.65
20 C -1.449 2.756 -1.173  -0.17
21 C -0.302 2.857 -2.212  -0.04
22 C -2.045 3.940 -0.714  -0.02
23 H -2.950 6.003 0.947  0.07
24 H -4.389 5.600 -0.006  0.09
25 H -4.216 5.012 1.684  0.08
26 H -4.236 2.591 1.568  0.12
27 H -3.213 0.538 0.650  0.10
28 H 0.348 0.973 0.358  0.15
29 H 0.885 0.426 -1.254  0.11
30 H 1.677 -0.371 1.572  0.15
31 H 3.014 -0.352 -0.570  0.12
32 H 2.932 -2.139 -0.570  0.11
33 H 4.187 -0.346 1.546  0.12
34 H 5.064 -1.275 0.317  0.11
35 H 4.255 -3.436 1.286  0.12
36 H 4.988 -2.429 2.599  0.10
37 H 2.890 -1.780 3.403  0.11
38 H 2.897 -3.576 3.298  0.12
39 H 1.698 -3.462 1.072  0.11
40 H 0.696 -2.696 2.256  0.12
41 H 0.412 -3.171 -0.577  0.11
42 H 0.823 -2.027 -1.836  0.14
43 H -2.366 -3.148 -2.839  0.07
44 H -2.608 -3.706 -1.166  0.08
45 H -1.075 -4.083 -1.984  0.09
46 H -0.433 2.106 -3.030  0.09
47 H -0.353 3.832 -2.709  0.07
48 H 0.676 2.740 -1.715  0.07
49 H -1.682 4.896 -1.101  0.12

Calculated values
ΔE to the lowest compared entry with this formula, charge and spin = 26.67 kcal/mol
net charge = 0
SMILES = Cc1ccc(N2CN(C3CCCCC3)CN(C)C2=S)c(C)c1

=====

This record from the OMol25 dataset describes a molecular structure, C18H27N5OPtSSi2. The level of theory is ωB97M-V with the def2-TZVPD basis set.

Each line ends with the Löwdin charge.
Cartesian coordinates (Å):
1 Pt -0.471 0.433 0.285  0.54
2 N -4.718 -0.741 0.559  0.04
3 C -3.843 0.247 0.325  -0.12
4 N -2.626 -0.208 0.449  0.00
5 C -2.777 -1.541 0.770  -0.32
6 N -4.068 -1.889 0.848  0.14
7 C -1.659 -2.376 0.956  -0.19
8 C -1.759 -3.754 1.217  -0.08
9 N -0.734 -4.551 1.261  0.09
10 C 0.490 -3.997 1.039  -0.08
11 C 0.642 -2.650 0.835  -0.11
12 N -0.397 -1.816 0.811  0.02
13 H -5.724 -0.724 0.559  0.16
14 H -4.115 1.254 0.081  0.14
15 H -2.738 -4.184 1.367  0.12
16 H 1.326 -4.677 1.022  0.11
17 H 1.621 -2.218 0.677  0.10
18 C 2.059 3.112 0.439  -0.21
19 Si 1.718 1.232 0.110  0.41
20 C 2.976 0.335 1.277  -0.22
21 C 2.264 0.932 -1.709  -0.32
22 C 3.573 1.127 -2.127  -0.11
23 C 3.940 0.925 -3.447  -0.10
24 C 2.986 0.535 -4.372  -0.10
25 C 1.678 0.342 -3.963  -0.11
26 C 1.302 0.523 -2.639  -0.32
27 Si -0.497 0.195 -2.055  0.46
28 C -0.997 -1.597 -2.566  -0.21
29 C -1.720 1.357 -2.995  -0.22
30 H 3.082 3.354 0.163  0.01
31 H 1.936 3.378 1.485  -0.01
32 H 1.402 3.747 -0.147  0.02
33 H 3.876 0.929 1.390  0.01
34 H 3.271 -0.626 0.873  0.00
35 H 2.563 0.167 2.267  0.00
36 H 4.319 1.439 -1.408  0.10
37 H 4.965 1.072 -3.754  0.10
38 H 3.261 0.383 -5.406  0.10
39 H 0.936 0.039 -4.686  0.09
40 H -0.971 -1.711 -3.644  0.02
41 H -2.001 -1.836 -2.230  0.01
42 H -0.321 -2.326 -2.134  0.01
43 H -1.632 1.189 -4.063  0.01
44 H -1.517 2.404 -2.807  0.02
45 H -2.749 1.159 -2.716  0.00
46 C 0.181 2.093 3.880  -0.21
47 S -0.835 1.117 2.698  0.69
48 C -1.573 0.033 3.989  -0.21
49 O -1.898 2.032 2.275  -0.55
50 H -0.479 2.527 4.623  0.06
51 H 0.665 2.884 3.317  0.04
52 H 0.925 1.453 4.339  0.05
53 H -0.771 -0.492 4.495  0.05
54 H -2.230 -0.683 3.507  0.03
55 H -2.138 0.646 4.682  0.06

Calculated values
E = -2147.6349 a.u.
net charge = 0